{"formula": "C8H12N2O", "method": "ωB97M-V/def2-TZVPD", "max_force_ev_per_a": 4.72, "e_tot_ha": -496.560009, "orbital_gap_ev": [8.7, 8.7], "symbols": ["C", "C", "C", "C", "C", "C", "C", "C", "N", "N", "O", "H", "H", "H", "H", "H", "H", "H", "H", "H", "H", "H", "H"], "positions_angstrom": [[2.260807, -0.934716, 0.766320], [2.805051, -1.926846, -0.091550], [0.897316, -1.175953, 0.548366], [-0.961368, 0.426165, 0.981645], [-0.841837, 1.744676, 0.445646], [-2.156380, 2.600267, 0.365746], [0.151242, 1.998474, -0.666257], [-0.480889, -2.749277, -0.798211], [1.904487, -2.696414, -0.688678], [0.730931, -2.249248, -0.223994], [-0.454524, 1.379713, 1.777973], [2.863587, -0.259601, 1.281947], [3.796223, -2.289275, -0.254181], [-1.833447, -0.086037, 1.221609], [-2.931173, 2.067474, -0.019716], [-2.016267, 3.443125, -0.239765], [-2.417152, 3.037457, 1.417393], [-0.006618, 1.195271, -1.443299], [1.201858, 1.951279, -0.292851], [0.039888, 2.990112, -1.137449], [-1.044013, -3.393501, -0.183233], [-1.098221, -1.815250, -1.034155], [-0.409501, -3.257895, -1.733302]], "atomic_forces_ev_per_a": [[-1.371, -2.206, -2.273], [0.007, -0.907, 0.104], [-2.058, 2.998, 1.557], [3.208, -1.512, -0.215], [-1.501, 1.109, -1.802], [2.644, 0.928, 3.794], [1.006, -0.270, -0.275], [-1.614, 2.810, -0.737], [0.446, -0.251, 0.453], [0.221, 0.156, -0.898], [0.487, 0.311, 0.679], [0.142, 1.192, 0.911], [0.760, 0.529, 0.069], [-1.146, -1.315, 0.537], [-2.354, -1.683, -0.885], [0.383, 1.198, -0.997], [0.372, -1.120, -1.762], [0.360, 0.930, 0.724], [-0.780, -0.274, -0.294], [-0.154, -0.433, 0.282], [-0.509, -0.605, 1.212], [0.427, -1.352, 0.419], [1.023, -0.234, -0.603]]}



{"formula": "C3H11NO3", "method": "ωB97M-V/def2-TZVPD", "smiles": "C=CN=C.O.O.O", "max_force_ev_per_a": 2.21, "e_tot_ha": -401.284375, "orbital_gap_ev": 8.8, "symbols": ["C", "C", "C", "N", "H", "H", "H", "H", "H", "H", "H", "O", "H", "H", "O", "H", "H", "O"], "positions_angstrom": [[-1.919711, -0.627284, 0.197365], [-1.171141, -1.018813, 1.243898], [-1.130857, 1.644390, 0.135002], [-1.847852, 0.698397, -0.338378], [-2.678837, -1.297155, -0.247621], [-0.471572, -0.299521, 1.594282], [-1.290089, -1.993124, 1.735482], [-1.573616, 2.642484, 0.254458], [-0.117673, 1.472642, 0.625538], [-0.983928, -0.283627, -2.200550], [0.005881, 0.438346, -3.133399], [-0.108198, -0.331084, -2.572767], [2.729850, 0.253959, 1.664285], [1.680532, 0.834741, 2.789535], [1.834907, 0.537993, 1.865295], [2.165194, -0.727661, -1.992384], [2.271360, -1.287168, -0.486545], [2.605758, -0.657519, -1.133498]], "atomic_forces_ev_per_a": [[1.345, -0.503, -0.113], [-1.179, -0.375, -0.826], [0.839, -1.351, 0.708], [-1.619, 0.735, 1.306], [0.529, 0.675, 0.064], [0.608, 0.070, 0.653], [0.092, 0.545, -0.333], [0.458, -0.025, -1.094], [-1.148, 0.167, -0.310], [-0.413, 0.254, 0.157], [-0.223, 0.145, 0.011], [0.749, -0.408, -0.379], [0.115, 0.251, 0.594], [0.969, -0.531, -0.997], [-1.069, 0.347, 0.420], [-0.382, -0.388, 0.753], [-0.450, -0.015, -0.667], [0.778, 0.404, 0.053]]}



{"formula": "C23H20F3N3O4S2", "method": "ωB97M-V/def2-TZVPD", "max_force_ev_per_a": 2.50, "e_tot_ha": -2449.576114, "orbital_gap_ev": 6.0, "symbols": ["C", "N", "C", "C", "C", "C", "N", "C", "C", "C", "C", "C", "C", "C", "C", "O", "C", "C", "H", "H", "H", "H", "H", "H", "H", "H", "H", "H", "H", "H", "H", "H", "H", "H", "F", "C", "F", "F", "S", "N", "C", "O", "C", "C", "C", "C", "C", "C", "S", "O", "O", "H", "H", "H", "H"], "positions_angstrom": [[1.560425, -3.916459, 5.956054], [2.427443, -3.033962, 5.222512], [3.796470, -2.891902, 5.682446], [1.949551, -2.286232, 4.204205], [0.593815, -2.369184, 3.797349], [0.229438, -1.809217, 2.592123], [1.191727, -1.368581, 1.733502], [0.840413, -0.738008, 0.441731], [-0.181726, -1.544900, -0.354117], [-0.047598, -1.619270, -1.852167], [-1.226239, -1.696106, -2.611620], [-1.146643, -1.692755, -4.006684], [0.105132, -1.681837, -4.639849], [1.274644, -1.738284, -3.876303], [1.195684, -1.745815, -2.485499], [-1.081860, -2.154042, 0.202187], [2.385340, -0.942728, 2.259347], [2.815583, -1.437642, 3.453712], [1.142659, -4.671872, 5.288098], [2.154743, -4.399456, 6.725324], [0.741417, -3.363074, 6.416946], [4.490573, -2.812257, 4.826641], [3.916203, -1.997217, 6.326213], [4.044500, -3.786581, 6.269522], [-0.156766, -2.912846, 4.366729], [-0.801129, -1.779796, 2.251114], [1.740349, -0.667051, -0.158497], [-2.184846, -1.763405, -2.095534], [-2.066218, -1.690009, -4.597274], [0.172882, -1.633297, -5.728016], [2.257007, -1.779569, -4.349224], [2.083285, -1.871904, -1.867221], [2.928345, -0.219121, 1.648884], [3.831027, -1.211805, 3.774623], [2.730477, 1.579120, 0.107007], [1.448385, 1.759597, -0.389435], [1.208824, 3.074916, -0.489227], [1.409713, 1.214545, -1.630287], [0.340387, 0.955867, 0.819843], [-1.474886, 2.232903, -1.418402], [-1.850748, 3.449148, -0.905152], [-1.544672, 3.912538, 0.198073], [-2.694324, 4.148451, -1.925321], [-2.965716, 3.333585, -2.997844], [-3.710928, 3.737914, -4.095494], [-4.237098, 5.036004, -4.079324], [-3.960938, 5.888860, -2.989657], [-3.187185, 5.454216, -1.904843], [-2.141207, 1.760569, -2.795710], [-1.155295, 1.580696, -3.832090], [-3.149054, 0.730024, -2.630728], [-3.844272, 3.035269, -4.911787], [-4.860362, 5.365966, -4.910992], [-4.375965, 6.895873, -2.994609], [-2.960766, 6.080126, -1.041278]], "atomic_forces_ev_per_a": [[-0.326, -0.139, 0.075], [0.060, 0.872, -0.625], [0.451, 0.164, 0.117], [0.439, -0.945, 0.241], [-0.076, 0.317, -0.423], [0.349, -0.957, 0.239], [-0.365, 1.567, 0.470], [0.151, -0.020, 0.079], [-1.004, -1.168, -0.726], [-0.059, -0.273, 0.129], [0.194, 0.013, -0.116], [0.232, -0.123, 0.123], [-0.184, 0.077, 0.360], [0.005, -0.182, 0.184], [-0.283, 0.445, 0.069], [0.564, 0.669, -0.047], [0.028, -0.930, 0.027], [0.141, 0.394, -0.276], [-0.037, -0.083, 0.085], [-0.211, -0.077, 0.044], [-0.031, -0.081, 0.154], [-0.277, -0.171, 0.500], [0.005, -0.402, -0.287], [0.085, 0.394, -0.269], [0.205, 0.407, -0.048], [0.351, -0.221, -0.139], [0.196, -0.186, 0.088], [0.284, 0.340, -0.247], [0.361, 0.042, 0.233], [-0.064, -0.034, 0.338], [-0.335, -0.039, 0.048], [0.049, 0.250, -0.285], [0.064, -0.479, 0.171], [-0.488, 0.125, 0.012], [-0.379, 0.290, -0.795], [-0.130, 0.579, -0.568], [0.447, -1.446, 0.352], [0.270, 0.433, 1.375], [-0.688, 0.711, -0.653], [0.501, -0.612, 1.088], [0.333, -1.155, -0.352], [-0.114, -0.325, -0.822], [-0.547, 0.884, -0.078], [-0.331, -0.131, -1.252], [0.015, 0.320, 0.448], [0.281, -0.191, 0.334], [-0.082, -0.297, -0.143], [-0.089, -0.322, -0.195], [-0.391, 2.091, 1.312], [-0.006, -0.392, -0.150], [0.428, -0.089, -0.137], [-0.188, 0.239, -0.039], [0.203, 0.078, 0.249], [0.121, -0.190, 0.023], [-0.127, -0.040, -0.294]]}



{"formula": "C3H4ClF", "method": "ωB97M-V/def2-TZVPD", "max_force_ev_per_a": 3.39, "e_tot_ha": -676.572938, "orbital_gap_ev": 8.4, "symbols": ["C", "C", "C", "F", "Cl", "H", "H", "H", "H"], "positions_angstrom": [[1.569146, -0.513188, -0.885372], [0.329745, -0.933232, -0.625099], [-0.279506, 1.370768, 1.625808], [-0.561631, -0.485978, 0.287354], [0.425133, 0.238196, 2.638246], [1.840381, 0.388637, -0.257917], [2.335538, -0.980432, -1.507762], [-0.074466, -1.697453, -1.221514], [-1.200242, 1.729353, 2.155738]], "atomic_forces_ev_per_a": [[-0.668, 2.041, 2.629], [1.427, -0.300, -1.179], [0.156, 1.206, 0.141], [0.283, -0.283, -1.048], [0.112, 0.038, 0.775], [0.210, -1.095, -0.860], [-0.863, 0.091, -0.033], [-0.869, -1.149, -0.328], [0.212, -0.549, -0.096]]}



{"formula": "C7H11N", "method": "ωB97M-V/def2-TZVPD", "smiles": "C#CC/N=C\\C.C=C", "max_force_ev_per_a": 0.78, "e_tot_ha": -327.941839, "orbital_gap_ev": 10.3, "symbols": ["C", "C", "C", "C", "H", "H", "H", "H", "H", "H", "C", "C", "C", "N", "H", "H", "H", "H", "H"], "positions_angstrom": [[1.347551, 1.931703, 0.551995], [1.670937, 0.882730, 1.281641], [-0.998865, 0.726779, -1.019662], [-0.442743, 1.030883, -2.034347], [0.498902, 2.555692, 0.779234], [1.925504, 2.225016, -0.308726], [0.757758, -0.884460, -0.255407], [1.102744, 0.583397, 2.148012], [2.534144, 0.273836, 1.055558], [0.055241, 1.305297, -2.916063], [-1.040005, -1.953888, 0.221450], [-1.723203, 0.345166, 0.179627], [0.323188, -1.868744, -0.392915], [-1.890061, -1.062395, 0.453567], [-1.355295, -2.955390, 0.507103], [-1.240563, 0.797154, 1.054111], [-2.740844, 0.755066, 0.115271], [0.972311, -2.626365, 0.041729], [0.243299, -2.061477, -1.462179]], "atomic_forces_ev_per_a": [[0.139, 0.151, 0.048], [0.212, -0.036, 0.187], [-0.027, 0.030, -0.431], [-0.253, -0.040, 0.269], [-0.176, 0.059, 0.067], [0.118, 0.010, -0.145], [0.105, -0.047, -0.068], [-0.157, -0.006, 0.149], [0.088, -0.040, -0.084], [0.269, 0.140, -0.490], [0.305, -0.339, -0.143], [-0.199, 0.153, 0.297], [-0.008, 0.181, 0.060], [-0.692, -0.119, 0.346], [-0.018, -0.161, 0.025], [-0.102, 0.056, -0.055], [0.310, 0.083, 0.051], [0.021, -0.046, 0.026], [0.063, -0.030, -0.110]]}